No. 1
Molecular formula: C55H54ClGe2O2ReS4
Method: DFT, ωB97M-V/def2-TZVPD

CARTESIAN COORDINATES (ANGSTROEM)
Re 1.1387 -2.5456 -2.0246
Cl 3.1823 -8.2527 -6.2586
C 2.4581 -7.0490 -5.2582
C 1.0984 -7.1687 -4.9096
C 0.4881 -6.2284 -4.1246
C 1.2037 -5.1137 -3.6464
O 0.5763 -4.2281 -2.9144
C 2.5817 -5.0058 -3.9921
C 3.3572 -3.9270 -3.5307
O 2.9700 -2.9773 -2.7933
C 3.1885 -5.9918 -4.8071
H 0.5367 -8.0192 -5.2721
H -0.5557 -6.3126 -3.8541
H 4.4070 -3.8982 -3.8315
H 4.2352 -5.8982 -5.0675
C -5.9399 -1.9976 2.5102
C -4.5295 -1.6373 2.8858
C -4.1897 -0.3511 3.2888
C -2.8945 -0.0237 3.6617
C -2.5503 1.4016 4.0066
C -1.9023 -1.0177 3.6464
C -2.2225 -2.3169 3.2274
C -1.2194 -3.4436 3.1933
C -3.5302 -2.5971 2.8467
C -0.5317 -0.6898 4.1272
C -0.3097 -0.5456 5.4956
C 0.9631 -0.3124 5.9907
C 2.0457 -0.2224 5.1294
C 1.8591 -0.3507 3.7580
C 0.5678 -0.5663 3.2747
Ge 0.3424 -0.5830 1.3096
S 1.0448 -2.4990 0.2266
S 1.3528 1.0685 0.1513
Ge -0.5469 0.9192 -1.0651
S 0.0019 -0.7023 -2.6289
S -1.7372 -0.1821 0.5048
C -1.2811 2.6357 -1.7382
C -0.4442 3.7352 -1.9499
C -1.0358 4.9491 -2.2915
C -2.4119 5.0572 -2.4189
C -3.2228 3.9521 -2.2169
C -2.6647 2.7234 -1.8786
C -3.5347 1.5372 -1.6579
C -4.2194 1.3806 -0.4485
C -4.0696 2.3515 0.6945
C -5.0516 0.2766 -0.2849
C -5.2161 -0.6674 -1.2849
C -6.1380 -1.8428 -1.1111
C -4.5201 -0.4956 -2.4795
C -3.6917 0.5951 -2.6886
C -3.0282 0.8006 -4.0270
C 1.0392 3.6521 -1.8465
C 1.7029 4.1903 -0.7395
C 0.9667 4.8034 0.4229
C 3.0933 4.1319 -0.6937
C 3.8334 3.5444 -1.7048
C 5.3343 3.4771 -1.6425
C 3.1541 3.0210 -2.8025
C 1.7729 3.0767 -2.8979
C 1.0777 2.5745 -4.1380
C 3.0127 -0.2449 2.8217
C 3.6467 -1.3948 2.3423
C 3.2527 -2.7799 2.7897
C 4.7151 -1.2506 1.4587
C 5.1691 -0.0051 1.0575
C 6.3370 0.1354 0.1203
C 4.5385 1.1277 1.5671
C 3.4791 1.0299 2.4524
C 2.8489 2.2685 3.0324
H -6.5949 -1.1277 2.5448
H -6.3352 -2.7484 3.1965
H -5.9718 -2.4253 1.5067
H -4.9557 0.4171 3.3125
H -3.4126 2.0503 3.8588
H -1.7346 1.7591 3.3724
H -2.2235 1.5010 5.0417
H -0.2515 -3.1553 3.5970
H -1.0755 -3.7901 2.1665
H -1.5863 -4.2918 3.7726
H -3.7758 -3.6041 2.5230
H -1.1469 -0.6532 6.1743
H 1.1161 -0.2148 7.0579
H 3.0450 -0.0531 5.5116
H -0.3992 5.8095 -2.4577
H -2.8544 6.0091 -2.6833
H -4.2981 4.0301 -2.3199
H -3.3496 3.1371 0.4769
H -3.7349 1.8154 1.5843
H -5.0288 2.8196 0.9249
H -5.5808 0.1607 0.6556
H -6.6790 -1.7855 -0.1679
H -5.5784 -2.7802 -1.1347
H -6.8678 -1.8763 -1.9212
H -4.6488 -1.2228 -3.2747
H -3.2730 -0.0144 -4.7061
H -1.9419 0.8511 -3.9368
H -3.3569 1.7387 -4.4782
H -0.1115 4.6984 0.3312
H 1.2022 5.8665 0.5029
H 1.2805 4.3265 1.3536
H 3.6022 4.5555 0.1665
H 5.7150 3.9390 -0.7324
H 5.7766 3.9920 -2.4967
H 5.6720 2.4392 -1.6733
H 3.7228 2.5757 -3.6126
H 1.8032 2.2096 -4.8633
H 0.4947 3.3724 -4.6016
H 0.3872 1.7600 -3.9124
H 2.3646 -2.7718 3.4183
H 4.0658 -3.2285 3.3634
H 3.0624 -3.4246 1.9305
H 5.2097 -2.1441 1.0904
H 6.7540 -0.8365 -0.1397
H 7.1246 0.7333 0.5809
H 6.0369 0.6398 -0.8004
H 4.8899 2.1106 1.2693
H 3.2790 3.1621 2.5824
H 3.0070 2.3134 4.1114
H 1.7709 2.2754 2.8607

The calculation puts the orbital gap (spin up / spin down) at 6.44 / 5.90 eV. The value obtained for the HOMO energy (spin up / spin down) is -10.41 / -10.45 eV. Its expectation value of S² is 3.78. Its spin multiplicity is 4. Its energy above the lowest of the compared OMol25 structures with the same formula, charge and spin is 0.000 eV. The net charge is +1.



No. 2
Molecular formula: C55H56F7O12P
Method: DFT, ωB97M-V/def2-TZVPD

CARTESIAN COORDINATES (ANGSTROEM)
C 7.0870 -0.7449 2.5916
C 6.0029 -0.7220 1.3811
C 5.8343 0.7869 0.8596
C 4.2965 1.2499 0.7074
C 3.4240 0.9831 2.0320
C 2.2025 2.0254 2.0584
C 1.6440 2.1894 3.5581
C 0.0491 2.0446 3.7016
C -0.3703 0.6427 4.4283
C -1.6385 0.9799 5.3482
C -2.5504 -0.2688 5.7663
C -3.9700 -0.3602 4.9677
C -3.8286 -0.2694 3.3934
C -4.4148 0.7528 2.5844
C -5.3065 1.8606 3.2856
F -4.4964 2.5835 4.1867
F -6.3746 1.1551 3.9407
C -6.0176 2.8937 2.3003
F -5.0596 3.8412 1.8501
F -6.6914 2.2638 1.2159
C -7.1682 3.7863 3.0213
F -7.3879 4.9153 2.2029
F -6.7864 4.2663 4.2756
F -8.3740 3.0599 3.0315
C -4.1002 0.6633 1.0333
O -4.0621 1.6595 0.2627
C -3.7491 -0.7350 0.3321
C -3.1722 -1.7489 1.1282
P -2.7086 -3.3726 0.2950
C -1.0843 -4.0875 1.0266
C -1.4577 -5.4234 1.8221
C -2.1940 -2.8432 -1.4783
C -3.3988 -3.0721 -2.5146
C -2.9631 -1.4323 2.6916
O -2.1513 -2.1602 3.2937
H 7.1779 0.2691 3.1015
H 8.1163 -1.0543 2.1679
H 6.7158 -1.4904 3.3725
H 6.4625 -1.3310 0.5368
H 5.0184 -1.2303 1.6620
H 6.4262 1.5176 1.5119
H 6.2903 0.8513 -0.1960
H 4.3152 2.3738 0.5241
H 3.8419 0.7510 -0.2305
H 2.9859 -0.0682 1.9538
H 4.0721 1.0432 2.9807
H 2.5588 3.0484 1.6942
H 1.3573 1.6905 1.3579
H 1.8942 3.2642 3.8942
H 2.1611 1.4895 4.3015
H -0.3459 2.8757 4.3720
H -0.4678 2.1189 2.6769
H 0.5248 0.2213 5.0130
H -0.5667 -0.0903 3.5810
H -2.2001 1.8337 4.8500
H -1.2080 1.4159 6.3258
H -1.9994 -1.2650 5.7640
H -2.8636 -0.0829 6.8602
H -4.4156 -1.3752 5.2617
H -4.6199 0.4437 5.4344
H -3.9660 -0.8549 -0.7845
H -0.3799 -4.3419 0.1532
H -0.5196 -3.3237 1.6612
H -0.5423 -6.0678 2.0469
H -2.1773 -6.0718 1.2034
H -2.0259 -5.1490 2.7736
H -1.8405 -1.7516 -1.4049
H -1.2669 -3.4412 -1.8110
H -3.3228 -4.1522 -2.8810
H -3.3261 -2.3901 -3.4218
H -4.3708 -2.9443 -1.9349
O -2.2727 0.3608 -8.8956
C -2.9199 -0.1623 -8.0072
C -3.9288 0.6003 -7.2418
C -4.6351 0.0265 -6.2676
C -4.4399 -1.3958 -5.9132
O -5.0852 -1.9196 -5.0266
C -3.4316 -2.1575 -6.6781
C -2.7257 -1.5849 -7.6518
H -4.0591 1.6401 -7.5150
H -5.3777 0.5690 -5.6960
H -3.3013 -3.1976 -6.4050
H -1.9845 -2.1291 -8.2217
O 10.3704 3.4151 -1.9143
C 10.2937 2.5970 -1.0179
C 9.8681 2.9868 0.3433
C 9.7865 2.0891 1.3260
C 10.1163 0.6665 1.0962
O 10.0393 -0.1520 1.9930
C 10.5419 0.2764 -0.2648
C 10.6236 1.1739 -1.2476
H 9.6295 4.0322 0.4944
H 9.4774 2.3568 2.3287
H 10.7804 -0.7692 -0.4157
H 10.9327 0.9060 -2.2502
O -7.2502 3.6241 9.0037
C -8.3039 3.5271 8.4039
C -8.4673 4.0831 7.0438
C -9.6234 3.9780 6.3878
C -10.7904 3.2999 6.9916
O -11.8440 3.2026 6.3921
C -10.6271 2.7438 8.3520
C -9.4710 2.8489 9.0078
H -7.6034 4.5756 6.6160
H -9.7609 4.3799 5.3916
H -11.4914 2.2512 8.7798
H -9.3334 2.4471 10.0039
O 5.3327 -1.0426 -11.1828
C 4.5104 -1.5669 -10.4560
C 3.3862 -0.7948 -9.8861
C 2.4869 -1.3698 -9.0880
C 2.5741 -2.8045 -8.7397
O 1.7502 -3.3311 -8.0117
C 3.6986 -3.5760 -9.3099
C 4.5978 -3.0010 -10.1080
H 3.3362 0.2539 -10.1514
H 1.6593 -0.8183 -8.6628
H 3.7487 -4.6248 -9.0445
H 5.4269 -3.5514 -10.5346
O 3.6354 -1.0889 -1.5049
C 3.7632 -1.3197 -2.6929
C 5.1028 -1.3341 -3.3172
C 5.2599 -1.5830 -4.6154
C 4.1031 -1.8563 -5.4905
O 4.2561 -2.0846 -6.6763
C 2.7582 -1.8426 -4.8699
C 2.6006 -1.5938 -3.5665
H 5.9419 -1.1323 -2.6628
H 6.2347 -1.5965 -5.0867
H 1.9201 -2.0447 -5.5262
H 1.6263 -1.5802 -3.0936

The calculation puts the orbital gap at 6.72 eV. The value obtained for the HOMO energy is -8.62 eV. Its spin multiplicity is 1.